The following is a DFT calculation (the ωB97M-V functional and the def2-TZVPD basis) of a structure of composition C57H67N2P2PtS2Si.

Positions of all 132 atoms, in Å:
Pt 0.234 -0.731 0.606
C 0.763 0.868 -3.109
Si 1.090 0.150 -1.391
C 2.370 1.427 -0.746
C 2.757 2.503 -1.543
C 3.555 3.532 -1.047
C 4.019 3.475 0.257
C 3.668 2.397 1.063
C 2.832 1.400 0.581
P 2.288 -0.056 1.531
C 3.675 -1.264 1.453
C 5.047 -0.680 1.851
C 5.893 -0.160 0.688
C 6.007 -1.195 -0.420
C 4.617 -1.536 -0.939
C 3.755 -2.121 0.176
C 2.012 0.385 3.330
C 2.031 -0.887 4.208
C 3.364 -1.136 4.916
C 3.798 0.069 5.742
C 3.934 1.305 4.861
C 2.643 1.570 4.095
C 1.019 -1.610 -2.176
C 1.945 -2.221 -3.023
C 1.645 -3.377 -3.726
C 0.370 -3.917 -3.643
C -0.585 -3.300 -2.851
C -0.283 -2.157 -2.104
P -1.436 -1.452 -0.819
C -2.811 -0.354 -1.425
C -2.533 0.706 -2.502
C -2.050 2.066 -1.985
C -2.911 2.606 -0.853
C -2.943 1.584 0.271
C -3.559 0.286 -0.232
C -2.394 -2.984 -0.344
C -3.080 -2.960 1.031
C -3.879 -4.247 1.216
C -5.103 -4.252 0.284
C -4.860 -3.373 -0.948
C -3.412 -3.482 -1.420
H 1.714 0.675 -3.622
H 0.523 1.924 -3.210
H 0.006 0.294 -3.631
H 2.439 2.560 -2.572
H 3.821 4.364 -1.685
H 4.654 4.259 0.650
H 4.077 2.339 2.061
H 3.367 -1.962 2.239
H 5.610 -1.474 2.353
H 4.919 0.112 2.588
H 6.879 0.109 1.072
H 5.456 0.752 0.273
H 6.481 -2.103 -0.029
H 6.640 -0.824 -1.227
H 4.682 -2.254 -1.756
H 4.164 -0.621 -1.344
H 4.203 -3.077 0.470
H 2.752 -2.352 -0.184
H 0.968 0.682 3.220
H 1.756 -1.768 3.628
H 1.256 -0.772 4.975
H 4.147 -1.364 4.190
H 3.264 -2.018 5.553
H 4.737 -0.139 6.257
H 3.047 0.262 6.517
H 4.786 1.189 4.186
H 4.153 2.181 5.476
H 2.733 2.444 3.454
H 1.887 1.848 4.840
H 2.931 -1.790 -3.136
H 2.396 -3.847 -4.349
H 0.113 -4.811 -4.197
H -1.569 -3.738 -2.818
H -3.498 -1.077 -1.864
H -3.484 0.873 -3.020
H -1.853 0.307 -3.250
H -2.029 2.766 -2.823
H -1.031 1.999 -1.606
H -3.930 2.801 -1.206
H -2.506 3.557 -0.503
H -3.518 1.954 1.123
H -1.917 1.398 0.613
H -4.573 0.508 -0.583
H -3.668 -0.419 0.588
H -1.593 -3.726 -0.273
H -3.766 -2.120 1.127
H -2.343 -2.846 1.811
H -4.190 -4.359 2.256
H -3.228 -5.099 0.993
H -5.983 -3.893 0.820
H -5.327 -5.273 -0.032
H -5.093 -2.328 -0.720
H -5.530 -3.663 -1.758
H -3.297 -2.957 -2.368
H -3.198 -4.533 -1.636
S 2.682 -5.889 -0.137
C 3.174 -7.518 -0.202
C 2.644 -8.249 0.817
C 1.823 -7.463 1.669
C 1.747 -6.158 1.279
C 0.997 -5.065 1.925
C 0.822 -3.831 1.263
N 0.181 -2.809 1.783
C -0.352 -2.929 3.012
C -0.266 -4.107 3.748
C -0.875 -4.188 5.052
C -1.523 -3.128 5.571
C -1.613 -1.886 4.841
C -2.262 -0.752 5.360
C -2.309 0.413 4.634
C -1.688 0.402 3.365
N -1.083 -0.646 2.854
C -1.035 -1.776 3.578
C -2.971 1.635 5.130
C -3.544 1.840 6.352
C -4.099 3.140 6.496
C -3.934 3.892 5.374
S -3.113 3.039 4.151
C 0.440 -5.182 3.175
H 3.825 -7.853 -0.993
H 2.832 -9.303 0.959
H 1.299 -7.865 2.524
H 1.205 -3.680 0.257
H -0.806 -5.117 5.602
H -1.988 -3.191 6.546
H -2.725 -0.815 6.337
H -1.686 1.292 2.746
H -3.572 1.095 7.135
H -4.593 3.493 7.387
H -4.250 4.908 5.202
H 0.543 -6.101 3.740

Atomic forces in eV per Å
-0.14 0.21 -0.24
-0.54 0.44 0.07
-0.04 -0.37 0.52
0.34 -0.17 -0.18
0.24 0.07 0.02
-0.04 -0.15 0.06
-0.07 -0.09 -0.03
0.13 0.11 -0.05
-0.19 -0.22 -0.04
-0.13 0.47 -0.10
0.02 -0.18 0.15
-0.01 -0.03 -0.06
-0.02 0.02 0.01
0.02 -0.03 0.02
-0.03 0.13 0.01
0.05 -0.01 0.04
-0.04 0.02 0.06
0.06 0.10 0.03
0.00 0.00 -0.02
-0.02 0.01 0.00
0.00 0.00 -0.01
-0.11 0.07 -0.07
0.28 0.02 -0.25
-0.01 0.05 0.14
-0.09 -0.05 -0.01
0.10 0.05 0.00
-0.05 0.08 0.02
-0.14 -0.09 -0.05
0.23 -0.13 -0.10
-0.03 0.06 0.03
-0.03 0.05 0.08
0.04 -0.07 -0.07
-0.01 0.04 -0.02
0.01 0.00 -0.05
0.01 -0.08 -0.01
-0.07 -0.03 0.02
-0.04 -0.03 -0.07
0.02 -0.02 -0.02
0.01 0.01 -0.01
0.00 0.00 0.01
0.01 0.02 0.05
-0.01 -0.01 0.03
0.02 0.07 0.02
0.09 -0.04 -0.10
-0.01 0.01 -0.03
-0.01 0.01 0.00
0.01 0.00 0.00
0.01 0.00 0.00
0.05 0.01 0.05
0.01 0.00 -0.01
0.01 -0.03 0.01
0.01 0.01 0.00
0.03 -0.04 0.01
0.02 0.00 -0.03
0.00 0.01 0.00
-0.03 -0.05 -0.03
-0.01 -0.08 0.01
0.00 0.00 -0.02
-0.01 0.08 -0.07
-0.02 -0.06 0.02
-0.03 0.00 0.00
-0.01 0.01 0.00
-0.01 -0.03 0.01
0.00 0.00 0.00
0.00 -0.01 0.00
0.02 0.01 0.00
-0.01 -0.01 0.01
0.02 0.01 -0.01
-0.05 0.01 0.00
0.01 -0.04 0.02
0.05 0.04 0.02
0.01 0.01 -0.01
0.00 0.00 0.00
0.06 -0.01 0.00
-0.01 0.04 -0.10
-0.02 -0.01 0.01
-0.04 0.02 -0.05
0.03 0.00 -0.01
0.07 -0.06 0.00
0.00 -0.01 0.02
-0.01 0.01 0.00
-0.01 -0.01 0.01
-0.01 0.00 -0.03
-0.02 -0.03 0.02
0.03 0.03 0.04
0.01 0.00 0.00
-0.01 -0.03 0.02
0.05 0.01 0.05
0.00 0.00 0.00
0.00 0.00 0.01
0.00 0.00 0.00
0.00 -0.01 0.01
0.00 -0.01 0.01
0.00 0.01 0.00
-0.03 0.01 0.01
-0.01 0.00 0.01
0.07 0.12 -0.13
0.00 -0.11 0.00
-0.03 0.11 0.05
0.03 -0.20 -0.02
-0.24 0.29 0.21
0.22 -0.07 -0.40
-0.08 -0.07 -0.08
0.20 0.04 0.15
-0.21 0.56 0.18
0.16 -0.44 0.02
0.04 0.03 -0.11
-0.03 0.13 -0.08
-0.21 0.08 0.39
0.04 -0.32 0.10
-0.08 0.41 -0.11
-0.01 -0.03 0.00
-0.01 -0.01 0.00
0.24 -0.41 -0.29
0.17 -0.38 -0.08
-0.10 0.11 0.15
0.07 -0.11 -0.07
-0.05 0.07 0.10
0.03 0.09 -0.16
-0.19 0.05 0.32
0.01 0.00 0.00
-0.01 -0.01 -0.01
0.01 0.00 0.00
-0.01 -0.06 0.04
0.01 -0.01 -0.01
0.01 0.03 0.01
0.01 0.00 -0.01
-0.01 0.01 0.04
0.00 0.01 0.00
0.00 0.00 0.01
-0.01 0.00 0.00
0.01 0.01 0.00

Results
energy: -4209.59881 a.u.
highest occupied orbital energy: -0.3748 Eh
relative energy (zero: lowest compared OMol25 entry of this formula, charge and spin): 185.97 kJ/mol
net charge: +1
LUMO energy: -2.7866 eV
orbital gap: 7.41 eV